<w>
Computed, not measured: a cluster of 2 separate species, ClFH3N2P in total, with ωB97M-V/def2-TZVPD.

Atoms and positions in Å:
N1 0.74 0.78 -0.05
N2 0.34 -0.32 0.56
F1 4.25 -1.56 0.69
P1 4.79 -0.51 -0.52
Cl1 3.81 1.07 -0.07
H1 0.76 0.76 -1.03
H2 0.28 -1.25 0.13
H3 0.68 -0.38 1.47

E_LUMO (alpha / beta) = -2.115 / -2.511 eV
frontier orbital gap (alpha / beta) = 3.876 / 3.054 eV
charge = 0

<x>
Computed, not measured: a cluster of 2 separate species, ClFH3N2P in total, with ωB97M-V/def2-TZVPD.

Atoms and positions in Å:
H1 0.00 1.58 0.46
N1 -0.06 0.58 0.51
P1 -1.37 -0.05 -0.01
F1 -2.42 1.02 -0.64
N2 -2.02 -1.42 -0.17
H2 -1.48 -2.20 0.16
Cl1 4.29 0.06 -0.22
H3 3.07 0.43 -0.09

E_LUMO = -0.206 eV
frontier orbital gap = 10.549 eV
charge = 0
structure (SMILES) = [H]/N=P(\F)=N/[H].Cl

What should be chosen as the most stable of them? Choose <x>.

<w>
Computed, not measured: the molecule C5H6OS2, with ωB97M-V/def2-TZVPD.

Atoms and positions in Å:
S1 -2.64 -0.77 -0.58
C1 -1.19 -0.33 -0.07
C2 -0.14 -0.92 0.85
C3 0.07 0.52 1.36
C4 -0.43 1.00 -0.03
O1 0.65 1.06 -0.96
C5 1.05 -0.20 -1.44
S2 1.30 -1.45 -0.13
H1 -0.45 -1.72 1.52
H2 -0.63 0.77 2.12
H3 1.08 0.77 1.62
H4 -0.99 1.94 -0.13
H5 2.02 -0.06 -1.98
H6 0.29 -0.61 -2.14

E_LUMO = -0.557 eV
frontier orbital gap = 8.281 eV
charge = 0
structure (SMILES) = S=C1[C@@H]2C[C@H]1OCS2

<x>
Computed, not measured: the molecule C5H6OS2, with ωB97M-V/def2-TZVPD.

Atoms and positions in Å:
C1 -1.00 0.88 1.74
C2 -0.32 1.28 0.65
C3 -0.64 0.92 -1.66
C4 0.44 -2.35 1.27
C5 0.20 1.50 -0.53
O1 -0.91 -0.42 2.20
S1 -1.52 -0.58 -1.05
S2 -1.01 -1.64 1.27
H1 -1.67 1.53 2.34
H2 -1.43 1.64 -1.77
H3 -0.08 0.78 -2.63
H4 0.37 -3.43 1.12
H5 1.34 -1.95 1.60
H6 1.15 2.09 -0.73

E_LUMO (alpha / beta) = -0.497 / -0.497 eV
frontier orbital gap (alpha / beta) = 7.146 / 7.147 eV
charge = 0

What should be chosen as the most stable of them? Choose <w>.

<w>
Computed, not measured: the molecule C5H6OS2, with ωB97M-V/def2-TZVPD.

Atoms and positions in Å:
C1 -2.20 2.20 -1.02
C2 -1.03 1.27 -0.78
O1 0.03 1.26 -1.45
S1 -0.94 0.20 0.83
C3 0.54 -0.71 0.52
C4 0.93 -1.78 1.23
C5 2.39 -2.25 0.91
S2 3.11 -2.21 -0.56
H1 -2.25 2.55 -2.11
H2 -2.22 3.08 -0.38
H3 -3.13 1.63 -0.88
H4 1.21 -0.43 -0.38
H5 0.47 -2.30 2.11
H6 3.09 -2.50 1.95

E_LUMO = -0.543 eV
frontier orbital gap = 8.154 eV
charge = 0
structure (SMILES) = CC(=O)S/C=C/C=S

<x>
Computed, not measured: a structure of composition C5H6OS2, with ωB97M-V/def2-TZVPD.

Atoms and positions in Å:
C1 -0.78 1.93 -0.05
C2 -0.11 0.69 0.01
C3 -0.90 -0.47 0.56
C4 -1.24 -1.35 -0.69
C5 2.59 -0.30 0.12
H1 -0.28 2.87 -0.46
H2 -1.96 1.99 0.11
H3 -0.26 -1.11 1.52
H4 -1.86 -0.16 1.13
H5 -0.64 -0.56 -1.72
H6 1.88 -0.79 1.08
O1 -2.00 -2.40 -0.59
S1 1.56 0.68 -0.86
S2 4.00 -1.03 -0.16

E_LUMO = -0.677 eV
frontier orbital gap = 8.268 eV
charge = 0

<y>
Computed, not measured: the molecule C5H6OS2, with ωB97M-V/def2-TZVPD.

Atoms and positions in Å:
C1 -2.39 -2.19 0.51
C2 -1.67 -0.87 0.39
C3 -2.45 0.34 0.69
O1 -3.65 0.35 0.94
C4 -0.39 -0.79 -0.07
S1 0.61 0.66 -0.11
C5 2.18 0.03 -0.53
S2 3.45 1.02 -0.79
H1 -3.18 -2.19 -0.23
H2 -1.68 -3.00 0.32
H3 -2.83 -2.24 1.53
H4 -1.87 1.28 0.63
H5 -0.04 -1.61 -0.65
H6 2.22 -1.08 -0.66

E_LUMO = -0.805 eV
frontier orbital gap = 8.244 eV
charge = 0
structure (SMILES) = C/C(C=O)=C/SC=S

What should be chosen as the most stable of them? Choose <y>.

<w>
Computed, not measured: the ion C7H10N with charge +1, with ωB97M-V/def2-TZVPD.

Atoms and positions in Å:
C1 -0.27 0.65 -0.15
C2 3.34 0.91 -0.13
C3 1.96 -1.28 -0.01
C4 0.58 -1.50 -0.06
C5 2.63 -0.14 -0.12
C6 -1.17 1.75 0.15
C7 -1.79 -1.23 -0.34
N1 -0.49 -0.64 -0.13
H1 3.28 1.70 -0.89
H2 4.05 1.16 0.63
H3 2.68 -2.19 -0.12
H4 0.29 -2.59 -0.19
H5 -2.11 1.53 0.52
H6 -1.36 2.16 -0.86
H7 -0.39 2.45 0.72
H8 -1.91 -1.26 -1.41
H9 -2.54 -0.76 0.27
H10 -1.86 -2.20 -0.06

E_LUMO (alpha / beta) = -5.801 / -5.700 eV
frontier orbital gap (alpha / beta) = 6.453 / 7.267 eV
charge = +1

<x>
Computed, not measured: the ion C7H10N with charge +1, with ωB97M-V/def2-TZVPD.

Atoms and positions in Å:
C1 0.34 -0.91 0.23
C2 -2.36 -1.16 0.06
C3 2.42 -0.58 -0.17
C4 -1.03 -0.48 0.08
C5 1.47 0.34 0.57
C6 0.55 1.41 -0.20
C7 -0.94 0.96 -0.17
N1 1.27 -1.53 -0.45
H1 -2.58 -1.27 1.09
H2 -2.31 -2.13 -0.36
H3 2.81 -0.26 -1.16
H4 3.31 -1.02 0.35
H5 -3.21 -0.50 -0.46
H6 0.96 1.64 -1.23
H7 1.72 0.59 1.66
H8 0.54 2.29 0.34
H9 -1.60 1.35 -0.95
H10 -1.38 1.27 0.78

E_LUMO = -6.527 eV
frontier orbital gap = 7.233 eV
charge = +1

What should be chosen as the most stable of them? Choose <x>.

<w>
Computed, not measured: a cluster of 5 separate species, C26H66N4O9 in total, with ωB97M-V/def2-TZVPD.

Atoms and positions in Å:
C1 2.10 -3.70 1.70
O1 0.94 -4.19 0.98
C2 1.31 -5.36 0.27
C3 2.04 -4.96 -1.02
N1 2.34 -6.10 -1.81
C4 3.56 -6.03 -2.61
C5 3.63 -7.20 -3.57
O2 2.63 -7.50 -4.21
C6 2.80 -8.52 -5.22
H1 2.77 -3.16 1.05
H2 2.73 -4.52 2.11
H3 1.80 -2.97 2.44
H4 0.33 -5.88 0.17
H5 1.96 -6.07 0.93
H6 3.00 -4.51 -0.80
H7 1.48 -4.26 -1.58
H8 1.58 -6.38 -2.44
H9 4.43 -6.05 -1.97
H10 3.53 -5.19 -3.29
H11 3.86 -8.11 -3.00
H12 4.42 -7.09 -4.28
H13 1.88 -8.82 -5.75
H14 3.14 -9.49 -4.75
H15 3.46 -8.34 -6.07
C7 2.91 4.19 3.98
O3 1.78 3.52 3.50
C8 0.64 4.41 3.25
C9 -0.34 3.39 2.75
N2 -1.62 4.08 2.41
C10 -2.73 3.13 2.50
C11 -4.11 3.79 2.27
O4 -5.12 3.09 2.25
C12 -5.14 1.95 1.34
H16 2.77 4.58 5.02
H17 3.20 5.01 3.32
H18 3.70 3.42 3.90
H19 0.87 5.04 2.41
H20 0.27 4.97 4.18
H21 -0.39 2.67 3.56
H22 -0.04 2.88 1.84
H23 -1.49 4.36 1.42
H24 -2.78 2.46 3.37
H25 -2.53 2.45 1.70
H26 -4.14 4.47 1.41
H27 -4.28 4.57 3.08
H28 -4.36 1.20 1.56
H29 -4.98 2.25 0.28
H30 -6.14 1.47 1.36
C13 -0.53 5.37 -0.53
O5 -0.97 4.04 -0.44
C14 -2.25 3.89 -1.02
C15 -2.56 2.45 -1.29
N3 -3.80 2.32 -2.01
C16 -3.95 1.02 -2.62
C17 -3.88 -0.16 -1.69
O6 -4.72 -0.35 -0.81
C18 -4.41 -1.36 0.14
H31 -0.05 5.74 -1.46
H32 0.28 5.33 0.19
H33 -1.11 6.13 0.00
H34 -2.34 4.52 -1.87
H35 -2.97 4.30 -0.34
H36 -2.55 1.88 -0.40
H37 -1.67 2.15 -1.96
H38 -3.73 2.95 -2.83
H39 -3.22 0.96 -3.44
H40 -4.88 0.93 -3.12
H41 -2.86 -0.23 -1.26
H42 -3.97 -1.06 -2.32
H43 -3.62 -1.16 0.87
H44 -4.21 -2.31 -0.27
H45 -5.30 -1.59 0.80
C19 -0.77 -2.21 -1.44
O7 -0.61 -0.85 -1.28
C20 0.71 -0.48 -1.08
C21 0.87 0.83 -0.18
N4 2.27 1.15 -0.20
C22 2.44 2.27 0.67
C23 3.90 2.77 0.43
O8 4.13 3.48 -0.56
C24 5.47 3.73 -0.85
H46 -1.82 -2.33 -1.59
H47 -0.45 -2.69 -0.56
H48 -0.19 -2.65 -2.24
H49 1.17 -0.39 -2.08
H50 1.25 -1.26 -0.60
H51 0.48 0.64 0.80
H52 0.29 1.59 -0.64
H53 2.58 1.46 -1.13
H54 2.24 1.99 1.73
H55 1.66 3.06 0.44
H56 4.54 1.85 0.38
H57 4.27 3.10 1.42
H58 5.86 4.28 -0.02
H59 5.53 4.41 -1.69
H60 6.01 2.78 -1.08
C25 -1.46 -0.34 2.24
C26 -0.81 -1.62 2.09
O9 -1.73 -2.63 1.78
H61 -0.74 0.33 2.79
H62 -2.31 -0.42 2.96
H63 -1.75 0.15 1.26
H64 -0.33 -1.81 3.06
H65 0.02 -1.54 1.35
H66 -1.18 -3.41 1.59

E_LUMO = 0.701 eV
frontier orbital gap = 9.009 eV
charge = 0
structure (SMILES) = COCCNCCOC.COCCNCCOC.COCCNCCOC.COCCNCCOC.CCO

<x>
Computed, not measured: a cluster of 5 separate species, C26H66N4O9 in total, with ωB97M-V/def2-TZVPD.

Atoms and positions in Å:
C1 -15.93 -5.42 15.47
O1 -15.77 -4.17 16.12
C2 -15.12 -4.31 17.40
C3 -15.52 -2.99 18.08
N1 -14.64 -2.82 19.22
C4 -15.23 -1.82 20.06
C5 -14.20 -1.30 21.03
O2 -14.38 -0.28 21.71
C6 -13.26 0.19 22.44
H1 -15.05 -6.00 15.57
H2 -16.33 -5.24 14.46
H3 -16.76 -5.91 16.01
H4 -14.03 -4.40 17.28
H5 -15.53 -5.18 17.86
H6 -16.53 -3.05 18.33
H7 -15.28 -2.10 17.49
H8 -13.78 -2.42 18.82
H9 -16.05 -2.26 20.60
H10 -15.55 -0.88 19.51
H11 -13.28 -1.12 20.49
H12 -13.97 -2.12 21.64
H13 -13.62 0.97 23.06
H14 -12.58 0.72 21.79
H15 -12.76 -0.55 23.10
C7 -10.83 -10.78 20.92
O3 -11.44 -9.51 20.56
C8 -10.61 -8.36 20.47
C9 -10.42 -7.82 21.90
N2 -9.43 -6.76 21.82
C10 -9.49 -5.91 23.06
C11 -10.65 -4.98 22.88
O4 -10.74 -4.34 21.84
C12 -11.88 -3.55 21.67
H16 -10.04 -11.08 20.26
H17 -11.61 -11.50 20.95
H18 -10.42 -10.74 21.92
H19 -11.16 -7.56 19.88
H20 -9.75 -8.56 19.79
H21 -9.99 -8.63 22.54
H22 -11.37 -7.61 22.36
H23 -9.68 -6.12 21.02
H24 -8.48 -5.43 23.17
H25 -9.62 -6.54 23.91
H26 -10.53 -4.23 23.66
H27 -11.58 -5.51 23.16
H28 -12.81 -4.08 21.95
H29 -11.86 -3.12 20.68
H30 -11.72 -2.76 22.36
C13 -16.43 -8.10 18.04
O5 -15.13 -7.76 17.55
C14 -14.49 -8.84 16.88
C15 -13.54 -9.61 17.76
N3 -12.93 -10.66 16.96
C16 -12.32 -11.76 17.69
C17 -11.57 -12.68 16.75
O6 -10.53 -12.29 16.29
C18 -9.83 -13.14 15.44
H31 -16.34 -8.77 18.91
H32 -17.13 -8.53 17.31
H33 -16.87 -7.17 18.50
H34 -13.97 -8.45 15.97
H35 -15.14 -9.59 16.47
H36 -13.98 -9.92 18.69
H37 -12.74 -8.90 18.10
H38 -12.27 -10.18 16.38
H39 -13.02 -12.37 18.24
H40 -11.58 -11.42 18.42
H41 -12.15 -13.01 15.88
H42 -11.34 -13.47 17.38
H43 -8.87 -12.69 15.29
H44 -10.31 -13.31 14.40
H45 -9.66 -14.10 15.93
C19 -11.97 -6.36 16.91
O7 -11.51 -5.04 17.10
C20 -11.04 -4.71 18.41
C21 -9.51 -4.85 18.54
N4 -9.06 -4.00 19.65
C22 -7.73 -4.23 20.11
C23 -7.49 -3.36 21.33
O8 -6.35 -3.26 21.78
C24 -6.04 -4.24 22.74
H46 -12.26 -6.64 15.93
H47 -12.90 -6.48 17.37
H48 -11.22 -7.14 17.31
H49 -11.47 -5.31 19.15
H50 -11.33 -3.74 18.70
H51 -9.02 -4.65 17.62
H52 -9.30 -5.88 18.85
H53 -9.73 -4.03 20.48
H54 -7.03 -4.16 19.30
H55 -7.57 -5.28 20.41
H56 -8.18 -3.49 22.12
H57 -7.79 -2.39 21.06
H58 -6.54 -4.03 23.67
H59 -4.97 -4.11 22.96
H60 -6.19 -5.26 22.34
C25 -14.16 -7.51 20.76
C26 -13.97 -6.21 20.17
O9 -15.03 -5.35 20.57
H61 -13.53 -8.25 20.35
H62 -15.19 -7.91 20.77
H63 -13.89 -7.55 21.78
H64 -13.85 -6.18 19.14
H65 -13.05 -5.79 20.56
H66 -14.86 -4.50 20.22

E_LUMO = 0.693 eV
frontier orbital gap = 8.894 eV
charge = 0
structure (SMILES) = COCCNCCOC.COCCNCCOC.COCCNCCOC.COCCNCCOC.CCO

What should be chosen as the most stable of them? Choose <w>.

<w>
Computed, not measured: a cluster of 2 separate species, C6H7IO2 in total, with ωB97M-V/def2-TZVPD.

Atoms and positions in Å:
C1 0.16 2.20 0.73
C2 -0.32 1.16 -0.28
O1 -0.95 1.32 -1.32
C3 -0.03 -0.21 0.20
C4 -0.59 -1.45 -0.20
C5 0.00 -2.38 0.64
C6 0.77 -1.77 1.55
O2 0.81 -0.46 1.32
H1 0.04 3.11 0.37
H2 1.13 2.09 0.92
H3 -0.33 1.99 1.69
H4 -1.29 -1.73 -0.87
H5 -0.40 -3.35 0.66
H6 1.41 -2.19 2.24
I1 -1.05 -1.39 -5.60
H7 -0.85 -0.19 -4.77

E_LUMO = 0.238 eV
frontier orbital gap = 9.349 eV
charge = 0
structure (SMILES) = CC(=O)c1ccco1.I

<x>
Computed, not measured: the molecule C6H7IO2, with ωB97M-V/def2-TZVPD.

Atoms and positions in Å:
C1 0.41 -1.21 0.09
C2 0.03 -0.57 -1.20
C3 -1.30 0.09 -0.88
C4 1.58 -0.80 0.74
C5 -1.13 1.10 0.30
C6 -0.01 0.97 1.19
O1 -0.30 -2.04 0.65
O2 0.04 1.99 0.34
I1 3.22 0.11 -0.27
H1 0.91 0.22 -1.52
H2 0.12 -1.33 -2.06
H3 -1.72 0.62 -1.65
H4 -2.02 -0.56 -0.37
H5 1.83 -0.97 1.76
H6 -2.07 1.55 0.67
H7 0.41 0.83 2.23

E_LUMO (alpha / beta) = -0.269 / -0.267 eV
frontier orbital gap (alpha / beta) = 7.866 / 7.868 eV
charge = 0

What should be chosen as the most stable of them? Choose <w>.

<w>
Computed, not measured: a cluster of 2 separate species, C2H3IO in total, with ωB97M-V/def2-TZVPD.

Atoms and positions in Å:
C1 -0.36 0.80 0.24
C2 0.71 0.30 1.00
O1 -0.27 -0.57 0.86
I1 -0.49 -2.78 -2.93
H1 -1.02 1.49 0.73
H2 -0.39 0.65 -0.92
H3 1.82 0.12 1.01

E_LUMO (alpha / beta) = 0.775 / -3.276 eV
frontier orbital gap (alpha / beta) = 11.091 / 4.334 eV
charge = 0

<x>
Computed, not measured: a cluster of 2 separate species, C2H3IO in total, with ωB97M-V/def2-TZVPD.

Atoms and positions in Å:
C1 -1.19 -0.13 -0.45
C2 -1.34 -1.16 0.29
O1 -1.47 -2.01 1.06
H1 -2.04 0.44 -0.48
H2 -0.21 0.17 -0.90
I1 2.55 0.81 0.34
H3 3.69 1.88 0.14

E_LUMO = 0.498 eV
frontier orbital gap = 9.941 eV
charge = 0
structure (SMILES) = C=C=O.I

What should be chosen as the most stable of them? Choose <x>.

<w>
Computed, not measured: a structure of composition C20H31N3O2S, with ωB97M-V/def2-TZVPD.

Atoms and positions in Å:
C1 -1.98 3.19 1.65
C2 -1.93 3.33 0.13
C3 -1.56 2.04 -0.60
C4 -0.05 1.78 -0.44
N1 0.33 0.37 -0.45
C5 1.36 -0.10 -1.37
C6 -0.07 -0.36 0.63
O1 -0.77 0.13 1.50
C7 0.32 -1.83 0.69
C8 0.59 -2.32 2.11
C9 0.46 -3.84 2.20
C10 0.62 -4.33 3.64
C11 1.95 -3.86 4.24
C12 2.09 -2.34 4.13
C13 1.93 -1.90 2.69
C14 2.62 -0.63 2.28
C15 3.18 -1.97 1.85
N2 -2.03 2.17 -1.99
C16 -1.46 1.79 -3.15
O2 -0.36 1.26 -3.26
C17 -2.29 2.07 -4.36
C18 -3.65 1.97 -4.44
S1 -4.15 2.31 -6.02
N3 -2.63 2.58 -6.59
C19 -1.75 2.41 -5.64
C20 -0.29 2.60 -5.94
H1 -2.25 4.14 2.11
H2 -2.71 2.44 1.94
H3 -1.02 2.87 2.06
H4 -2.92 3.66 -0.22
H5 -1.23 4.12 -0.17
H6 -2.09 1.21 -0.13
H7 0.49 2.28 -1.23
H8 0.24 2.21 0.51
H9 2.28 -0.37 -0.85
H10 1.01 -0.95 -1.96
H11 1.58 0.70 -2.07
H12 -0.55 -2.37 0.29
H13 1.15 -2.07 0.03
H14 -0.19 -1.87 2.74
H15 -0.51 -4.15 1.81
H16 1.23 -4.30 1.57
H17 -0.20 -3.94 4.24
H18 0.56 -5.42 3.68
H19 2.02 -4.17 5.29
H20 2.78 -4.33 3.71
H21 1.32 -1.85 4.74
H22 3.05 -2.01 4.51
H23 2.18 0.00 1.52
H24 3.15 -0.09 3.05
H25 4.08 -2.32 2.33
H26 3.10 -2.23 0.80
H27 -2.89 2.67 -2.08
H28 -4.35 1.69 -3.66
H29 0.17 3.28 -5.23
H30 0.23 1.65 -5.85
H31 -0.18 2.99 -6.95

E_LUMO = 0.580 eV
frontier orbital gap = 9.716 eV
charge = 0

<x>
Computed, not measured: a structure of composition C20H31N3O2S, with ωB97M-V/def2-TZVPD.

Atoms and positions in Å:
C1 0.65 3.30 0.36
C2 0.28 2.09 -0.50
C3 0.22 0.81 0.33
C4 1.62 0.32 0.80
N1 2.10 -0.90 0.17
C5 3.08 -0.80 -0.90
C6 1.63 -2.08 0.64
O1 0.77 -2.12 1.52
C7 2.18 -3.35 0.00
C8 1.76 -4.62 0.73
C9 1.75 -5.83 -0.22
C10 1.21 -7.07 0.47
C11 2.00 -7.39 1.74
C12 2.05 -6.18 2.67
C13 2.60 -4.98 1.95
C14 3.31 -3.93 2.75
C15 4.10 -4.88 1.89
N2 -0.56 -0.24 -0.32
C16 -0.25 -0.76 -1.53
O2 0.47 -0.20 -2.35
C17 -0.85 -2.10 -1.83
C18 -1.17 -3.06 -0.90
S1 -1.73 -4.43 -1.71
N3 -1.59 -3.80 -3.22
C19 -1.11 -2.58 -3.15
C20 -0.89 -1.81 -4.42
H1 0.70 4.21 -0.24
H2 -0.08 3.46 1.15
H3 1.63 3.18 0.83
H4 -0.70 2.26 -0.95
H5 0.98 1.97 -1.32
H6 -0.35 1.04 1.23
H7 2.36 1.09 0.59
H8 1.60 0.15 1.87
H9 2.95 -1.58 -1.63
H10 2.92 0.14 -1.42
H11 4.11 -0.83 -0.51
H12 1.79 -3.38 -1.02
H13 3.26 -3.28 -0.09
H14 0.74 -4.47 1.09
H15 1.14 -5.59 -1.10
H16 2.77 -6.01 -0.58
H17 0.16 -6.90 0.73
H18 1.23 -7.92 -0.21
H19 1.56 -8.25 2.25
H20 3.02 -7.67 1.47
H21 1.04 -5.95 3.04
H22 2.66 -6.40 3.55
H23 3.25 -2.90 2.44
H24 3.34 -4.07 3.83
H25 4.67 -5.66 2.38
H26 4.58 -4.48 1.01
H27 -1.01 -0.87 0.33
H28 -1.03 -3.02 0.17
H29 -1.32 -0.82 -4.35
H30 0.18 -1.67 -4.59
H31 -1.32 -2.36 -5.25

E_LUMO = 0.714 eV
frontier orbital gap = 9.950 eV
charge = 0

What should be chosen as the most stable of them? Choose <x>.